# 1
{"formula": "C53H60ClInN2", "method": "ωB97M-V with the def2-TZVPD basis set", "de_lowest_kj_mol": 8.1, "lumo_ev": [-0.3, -0.6], "max_force_ev_per_a": 0.38, "symbols": ["In", "C", "C", "C", "C", "C", "C", "C", "C", "C", "C", "H", "H", "H", "H", "H", "H", "H", "H", "H", "H", "H", "H", "H", "H", "C", "C", "C", "C", "C", "C", "C", "C", "C", "C", "C", "C", "N", "C", "C", "N", "C", "C", "C", "C", "C", "C", "C", "C", "C", "C", "C", "C", "C", "C", "C", "C", "C", "C", "C", "C", "C", "C", "H", "H", "H", "H", "H", "H", "H", "H", "H", "H", "H", "H", "H", "H", "H", "H", "H", "H", "H", "H", "H", "H", "H", "H", "H", "H", "H", "H", "H", "H", "H", "H", "H", "H", "H", "H", "H", "H", "H", "H", "Cl", "C", "C", "C", "C", "C", "C", "C", "H", "H", "H", "H", "H", "H"], "positions_angstrom": [[-1.08677, -0.57117, 1.15768], [0.79134, -4.70286, 3.47230], [-0.67818, -4.91784, 3.11699], [-0.78445, -5.43894, 1.68077], [-1.53634, -3.68007, 3.34592], [-1.18139, -2.68320, 4.25443], [-1.99889, -1.58350, 4.48285], [-3.20975, -1.43933, 3.81759], [-4.08930, -0.24166, 4.04569], [-3.58137, -2.44388, 2.93384], [-2.76042, -3.53341, 2.69605], [1.35818, -5.61155, 3.26597], [0.93795, -4.46082, 4.52431], [1.21623, -3.89695, 2.87445], [-1.06395, -5.69767, 3.78520], [-0.55502, -4.64758, 0.96212], [-1.77424, -5.82691, 1.44797], [-0.07388, -6.25200, 1.52665], [-0.25056, -2.75444, 4.80066], [-1.69045, -0.82920, 5.19776], [-4.76772, -0.40613, 4.88502], [-4.69636, -0.03130, 3.16555], [-3.49424, 0.64341, 4.26968], [-4.52844, -2.37325, 2.41074], [-3.09454, -4.28583, 1.99479], [-3.34455, -0.56300, -1.83788], [-2.44546, -0.93464, -3.01664], [-1.67146, 0.23817, -3.60032], [-1.56229, -2.13508, -2.72707], [-1.91778, -3.28733, -3.41956], [-1.18717, -4.45460, -3.32788], [-0.06537, -4.44620, -2.53311], [0.34135, -3.32581, -1.80427], [1.63164, -3.61420, -1.03022], [2.85310, -3.58901, -1.95660], [1.91273, -2.80403, 0.21877], [-0.43260, -2.14079, -1.87319], [-0.15073, -1.01671, -1.03057], [0.82787, -0.16395, -1.27203], [1.31828, 0.78863, -0.29324], [0.78753, 0.93101, 0.90871], [1.26022, 1.91747, 1.82907], [0.94795, 3.28246, 1.62860], [1.35118, 4.23162, 2.55997], [2.05027, 3.88527, 3.69868], [2.36537, 2.55776, 3.88350], [2.00120, 1.56463, 2.97359], [2.59535, 0.20837, 3.32149], [1.86111, -1.02102, 2.83300], [4.04963, 0.15913, 2.83055], [0.17768, 3.81571, 0.43248], [-1.14006, 4.44856, 0.89024], [0.99304, 4.84220, -0.36079], [2.51128, 1.44092, -0.87398], [3.45371, 2.32284, -0.41551], [4.49244, 2.72600, -1.29663], [4.58899, 2.26788, -2.58525], [3.63938, 1.33264, -3.07685], [3.59658, 0.74349, -4.36864], [2.61404, -0.16254, -4.67715], [1.62373, -0.56260, -3.74205], [1.64877, -0.01141, -2.48903], [2.64410, 0.94552, -2.19180], [-4.00457, 0.26537, -2.10192], [-2.75605, -0.25721, -0.97336], [-3.95605, -1.41643, -1.54030], [-3.11768, -1.26744, -3.81233], [-0.91699, 0.61218, -2.91561], [-2.34921, 1.05651, -3.84259], [-1.16322, -0.06060, -4.51878], [-2.78756, -3.25159, -4.06361], [-1.48086, -5.34329, -3.86930], [0.52702, -5.34930, -2.44417], [1.50943, -4.64896, -0.69228], [3.06672, -2.57138, -2.28275], [2.69883, -4.20372, -2.84357], [3.73086, -3.96358, -1.42720], [2.29023, -1.81069, -0.01573], [2.67266, -3.30935, 0.81854], [1.01454, -2.69772, 0.82697], [1.10832, 5.27043, 2.38330], [2.34360, 4.63354, 4.42270], [2.92212, 2.25932, 4.76418], [2.60806, 0.16312, 4.41491], [1.85719, -1.05004, 1.75034], [0.82919, -1.05293, 3.19308], [2.36842, -1.91658, 3.19742], [4.07371, 0.16677, 1.73781], [4.53919, -0.75365, 3.17387], [4.62471, 1.01403, 3.18570], [-0.05249, 2.98724, -0.23561], [-0.95347, 5.29160, 1.55711], [-1.75960, 3.72805, 1.42767], [-1.70673, 4.81857, 0.03612], [1.26695, 5.69484, 0.26226], [0.40628, 5.21809, -1.19860], [1.90681, 4.40585, -0.76073], [3.41921, 2.73153, 0.58537], [5.22860, 3.43038, -0.93110], [5.39283, 2.60739, -3.22530], [4.34358, 1.00833, -5.10599], [2.59277, -0.60099, -5.66616], [0.88145, -1.29487, -4.02922], [-0.66506, 3.44939, -3.10986], [-2.28592, 3.97961, -2.77978], [-2.81358, 4.98157, -3.56774], [-4.10337, 5.44517, -3.34061], [-4.86421, 4.89313, -2.31010], [-4.33890, 3.89333, -1.52716], [-3.02632, 3.38838, -1.72588], [-2.53370, 2.37640, -0.89981], [-2.20979, 5.39989, -4.36060], [-4.50755, 6.23260, -3.96037], [-5.86773, 5.25117, -2.12579], [-4.92618, 3.46415, -0.72541], [-3.15077, 1.99951, -0.09614], [-1.55422, 1.95157, -1.03528]], "forces_ev_per_angstrom": [[0.2, 0.1, -0.2], [0.0, 0.0, 0.0], [0.0, 0.0, 0.0], [0.0, 0.0, 0.0], [0.0, 0.0, 0.1], [0.0, 0.0, 0.0], [0.0, -0.1, 0.0], [-0.1, 0.0, 0.1], [0.0, 0.0, 0.0], [-0.1, 0.0, 0.0], [-0.1, 0.0, 0.0], [0.0, 0.0, 0.0], [0.0, 0.0, 0.0], [0.0, 0.0, 0.0], [0.0, 0.0, 0.0], [0.0, 0.0, 0.0], [0.0, 0.0, 0.0], [0.0, 0.0, 0.0], [0.0, 0.0, 0.0], [0.0, 0.0, 0.0], [0.0, 0.0, 0.0], [0.0, 0.0, 0.0], [0.0, 0.0, 0.0], [0.0, 0.0, 0.0], [0.0, 0.0, 0.0], [0.1, 0.0, 0.0], [-0.1, 0.0, 0.1], [0.0, 0.0, 0.1], [-0.1, 0.0, -0.1], [0.0, 0.0, -0.1], [0.0, 0.1, 0.0], [0.0, 0.0, 0.0], [0.0, 0.0, 0.1], [0.0, 0.1, 0.0], [-0.1, 0.0, 0.0], [-0.1, -0.1, -0.1], [0.1, -0.1, 0.0], [-0.2, 0.0, 0.3], [0.2, 0.0, -0.2], [0.2, 0.0, 0.0], [-0.3, -0.1, 0.0], [0.1, 0.2, -0.1], [0.0, 0.1, -0.1], [0.0, 0.0, 0.0], [0.0, 0.0, 0.0], [0.0, 0.0, 0.1], [0.0, 0.0, 0.2], [0.1, 0.0, -0.1], [-0.1, 0.0, 0.1], [-0.1, 0.0, 0.0], [0.0, 0.0, 0.0], [0.0, 0.0, 0.0], [0.0, 0.0, 0.0], [0.0, 0.0, 0.0], [0.0, 0.0, 0.0], [0.0, 0.0, 0.0], [0.0, 0.0, 0.0], [0.0, 0.0, 0.0], [0.0, 0.0, 0.0], [0.0, 0.0, 0.0], [0.1, 0.0, 0.0], [0.0, -0.1, 0.0], [0.0, 0.0, 0.0], [0.0, 0.0, 0.0], [0.0, 0.0, 0.0], [0.0, 0.0, 0.0], [0.0, 0.0, 0.0], [0.0, 0.1, 0.0], [0.0, 0.1, 0.0], [0.0, 0.0, 0.0], [0.0, 0.0, 0.0], [0.0, 0.0, 0.0], [0.0, 0.0, 0.0], [0.0, 0.0, 0.0], [0.0, 0.1, 0.0], [0.0, 0.0, 0.0], [0.0, 0.0, 0.0], [0.0, 0.1, -0.1], [0.0, 0.0, 0.0], [0.0, 0.0, 0.0], [0.0, 0.0, 0.0], [0.0, 0.0, 0.0], [0.0, 0.0, 0.0], [0.1, 0.0, 0.0], [0.0, 0.0, 0.2], [0.0, 0.0, 0.0], [0.0, 0.0, 0.0], [0.0, 0.0, 0.0], [0.0, 0.0, 0.0], [0.0, 0.0, 0.0], [0.1, 0.1, 0.0], [0.0, 0.0, 0.0], [0.0, 0.0, 0.0], [0.0, 0.0, 0.0], [0.0, 0.0, 0.0], [0.0, 0.0, 0.0], [0.0, 0.0, 0.0], [0.0, 0.0, 0.0], [0.0, 0.0, 0.0], [0.0, 0.0, 0.0], [0.0, 0.0, 0.0], [0.0, 0.0, 0.0], [0.0, 0.0, 0.0], [0.0, 0.0, 0.0], [0.0, 0.0, -0.1], [0.0, 0.0, 0.0], [0.0, 0.0, 0.0], [0.0, 0.0, 0.0], [0.0, 0.0, 0.0], [-0.1, 0.0, 0.0], [-0.2, 0.0, -0.1], [0.0, 0.0, 0.0], [0.0, 0.0, 0.0], [0.0, 0.0, 0.0], [0.0, 0.0, 0.0], [0.0, 0.0, 0.0], [0.1, -0.1, -0.1]]}

=====

# 2
{"formula": "C53H62CaFN3O4P2SeSi", "method": "ωB97M-V with the def2-TZVPD basis set", "de_lowest_kj_mol": 12.8, "lumo_ev": 0.5, "max_force_ev_per_a": 0.44, "symbols": ["Ca", "C", "C", "C", "C", "C", "C", "C", "C", "P", "C", "C", "C", "C", "C", "C", "C", "C", "C", "C", "C", "C", "C", "O", "C", "C", "C", "C", "C", "C", "P", "C", "C", "C", "C", "C", "C", "C", "C", "C", "C", "C", "C", "H", "H", "H", "H", "H", "H", "H", "H", "H", "H", "H", "H", "H", "H", "H", "H", "H", "H", "H", "H", "H", "H", "H", "H", "H", "H", "H", "H", "H", "H", "H", "H", "O", "H", "H", "O", "H", "H", "O", "H", "H", "N", "C", "C", "C", "C", "C", "C", "H", "H", "H", "H", "H", "H", "H", "F", "C", "N", "C", "C", "N", "C", "C", "Se", "H", "H", "H", "H", "H", "H", "H", "H", "C", "Si", "C", "C", "H", "H", "H", "H", "H", "H", "H", "H", "H"], "positions_angstrom": [[-0.97865, -0.99343, -0.43307], [2.68291, 7.73330, 1.44370], [2.80311, 6.42832, 2.25101], [3.57990, 6.69838, 3.55225], [1.41659, 5.92203, 2.59829], [0.55885, 6.69909, 3.37322], [-0.69394, 6.25162, 3.73417], [-1.11368, 4.98890, 3.34718], [-0.29879, 4.16959, 2.57899], [-0.76872, 2.46759, 2.04312], [-0.18854, 1.49125, 3.48149], [-0.93126, 0.44703, 4.03415], [-0.39868, -0.33322, 5.05000], [0.89109, -0.10828, 5.51112], [1.64747, 0.90877, 4.94918], [1.11153, 1.70164, 3.94482], [-2.58565, 2.57069, 2.21867], [-3.30587, 2.78139, 1.04550], [-4.68914, 2.86475, 1.05980], [-5.37627, 2.72855, 2.25702], [-4.67149, 2.53255, 3.43550], [-3.28639, 2.46083, 3.41711], [0.95148, 4.67741, 2.18982], [1.69171, 3.85045, 1.38123], [2.96221, 4.21260, 1.00664], [3.61188, 3.30771, 0.15772], [4.91636, 3.59423, -0.21827], [5.54275, 4.75262, 0.21252], [4.85610, 5.64638, 1.00908], [3.54819, 5.40245, 1.42011], [2.67740, 1.82579, -0.42043], [2.06424, 2.49709, -2.02371], [2.05118, 1.77485, -3.21380], [1.44518, 2.27878, -4.35626], [0.83013, 3.51957, -4.33013], [0.82048, 4.24600, -3.14709], [1.42504, 3.73857, -2.00922], [4.05923, 0.72278, -0.90882], [4.37562, -0.29226, -0.00801], [5.44597, -1.14474, -0.24234], [6.20416, -1.00410, -1.39300], [5.89798, -0.00014, -2.30435], [4.84035, 0.86070, -2.05985], [2.16891, 8.50019, 2.02380], [2.12193, 7.56598, 0.52350], [3.66877, 8.11574, 1.17775], [3.05886, 7.43038, 4.16919], [4.57387, 7.09068, 3.33660], [3.69115, 5.78090, 4.13109], [0.88398, 7.67909, 3.69954], [-1.34469, 6.87976, 4.32836], [-2.09268, 4.64040, 3.64361], [-1.91964, 0.23748, 3.65168], [-1.00065, -1.12163, 5.48755], [1.30345, -0.72216, 6.30135], [2.65877, 1.08859, 5.29076], [1.72011, 2.48582, 3.51197], [-2.77651, 2.88684, 0.10475], [-5.22983, 3.02312, 0.13574], [-6.45747, 2.77277, 2.27075], [-5.20130, 2.43262, 4.37440], [-2.74977, 2.32038, 4.34711], [5.45391, 2.90384, -0.85303], [6.56158, 4.96163, -0.08601], [5.34553, 6.56061, 1.32053], [2.53413, 0.80627, -3.27511], [1.45880, 1.69736, -5.26981], [0.36372, 3.91788, -5.22146], [0.33079, 5.21070, -3.10671], [1.38039, 4.31249, -1.09267], [3.76202, -0.42570, 0.87543], [5.66973, -1.92933, 0.46782], [7.03277, -1.67456, -1.58291], [6.49119, 0.11889, -3.20225], [4.63119, 1.65619, -2.76351], [-0.98155, -2.50010, 2.29924], [-0.75729, -2.43620, 3.23322], [-1.45951, -1.66229, 2.10436], [-0.82747, 1.28880, -1.22861], [-1.74547, 1.38610, -1.52182], [-0.82997, 1.57586, -0.28988], [1.07144, -0.86383, 1.05855], [0.84610, -1.58520, 1.67069], [0.86133, -0.04908, 1.53932], [1.06983, -1.59288, -1.83543], [0.61772, -2.59141, -2.72687], [0.19313, -3.82043, -2.22832], [-0.33994, -4.77097, -3.08484], [-0.45968, -4.50873, -4.44177], [-0.05311, -3.27684, -4.93324], [0.47940, -2.31949, -4.08451], [1.46419, -0.78854, -2.30049], [1.69789, -1.91969, -1.10220], [0.27309, -4.01359, -1.16465], [-0.68188, -5.71500, -2.68102], [-0.88822, -5.24676, -5.10611], [-0.15430, -3.05391, -5.98756], [0.77556, -1.35030, -4.46991], [-1.67452, -0.11000, 1.34805], [3.47573, -5.57118, -1.64889], [2.44008, -6.04284, -0.75094], [1.67655, -7.17440, -0.95432], [0.77279, -7.22968, 0.04530], [0.99253, -6.13106, 0.85118], [0.21247, -5.76968, 2.02149], [2.01353, -5.39417, 0.35894], [2.64863, -3.81321, 1.04970], [4.15626, -6.38924, -1.87874], [4.01328, -4.76815, -1.15073], [3.02343, -5.19001, -2.56559], [1.84779, -7.83340, -1.78588], [0.00107, -7.94664, 0.25832], [-0.27306, -6.66578, 2.40140], [-0.53003, -5.01229, 1.77039], [0.88249, -5.35942, 2.77329], [-3.88933, -3.18939, -2.72318], [-3.50480, -1.55673, -1.79710], [-5.02310, -1.33808, -0.64820], [-3.84741, -0.22336, -3.14890], [-4.91506, -3.21150, -3.10584], [-3.75454, -4.05569, -2.06935], [-3.20926, -3.32131, -3.56996], [-5.95882, -1.28883, -1.21550], [-4.93732, -0.42548, -0.05120], [-5.10293, -2.17018, 0.05679], [-4.77769, -0.42667, -3.69076], [-3.04086, -0.16411, -3.88564], [-3.95340, 0.77162, -2.69966]], "forces_ev_per_angstrom": [[0.4, -0.2, 0.0], [0.0, 0.0, 0.0], [0.0, 0.1, 0.0], [0.0, 0.0, 0.0], [-0.1, -0.1, 0.0], [0.1, 0.0, 0.0], [-0.1, 0.1, 0.1], [0.0, -0.1, 0.0], [0.3, 0.1, 0.0], [-0.3, 0.1, -0.3], [0.1, 0.0, 0.0], [0.0, 0.0, 0.0], [0.0, 0.0, 0.0], [0.0, 0.0, 0.0], [0.0, 0.0, 0.0], [0.0, 0.0, 0.0], [0.0, -0.1, 0.1], [0.0, 0.0, 0.0], [0.0, 0.0, 0.0], [0.0, 0.0, 0.0], [0.0, 0.0, 0.0], [0.0, 0.0, 0.0], [-0.1, 0.0, 0.1], [0.0, 0.0, 0.0], [0.0, 0.0, 0.0], [0.0, 0.1, 0.1], [0.0, -0.1, 0.0], [0.1, 0.0, 0.0], [0.0, 0.0, 0.0], [0.0, -0.1, -0.1], [0.0, -0.1, -0.1], [-0.1, 0.1, 0.1], [0.0, -0.1, 0.0], [0.0, 0.0, 0.0], [0.0, 0.0, 0.0], [0.0, 0.0, 0.0], [0.0, 0.0, 0.0], [0.0, 0.1, -0.1], [-0.1, 0.0, 0.0], [0.0, 0.0, 0.0], [0.0, 0.0, 0.0], [0.0, 0.0, 0.0], [0.0, 0.0, 0.0], [0.0, 0.0, 0.0], [0.0, 0.0, 0.0], [0.0, 0.0, 0.0], [0.0, 0.0, 0.0], [0.0, 0.0, 0.0], [0.0, 0.0, 0.0], [0.0, 0.0, 0.0], [0.0, 0.0, 0.0], [0.0, 0.0, 0.0], [0.0, 0.0, 0.0], [0.0, 0.0, 0.0], [0.0, 0.0, 0.0], [0.0, 0.0, 0.0], [0.0, 0.0, 0.0], [0.0, 0.0, 0.0], [0.0, 0.0, 0.0], [0.0, 0.0, 0.0], [0.0, 0.0, 0.0], [0.0, 0.0, 0.0], [0.0, 0.0, 0.0], [0.0, 0.0, 0.0], [0.0, 0.0, 0.0], [0.0, 0.0, 0.0], [0.0, 0.0, 0.0], [0.0, 0.0, 0.0], [0.0, 0.0, 0.0], [0.0, 0.0, 0.0], [0.0, 0.0, 0.0], [0.0, 0.0, 0.0], [0.0, 0.0, 0.0], [0.0, 0.0, 0.0], [0.0, 0.0, 0.0], [-0.1, -0.1, -0.1], [0.0, 0.0, 0.0], [0.0, 0.2, 0.1], [-0.2, -0.3, 0.3], [0.0, 0.1, -0.1], [0.1, 0.4, -0.1], [0.1, 0.1, 0.0], [0.0, 0.0, 0.0], [0.0, 0.0, 0.0], [0.0, 0.0, 0.2], [0.0, 0.0, -0.1], [0.0, 0.0, 0.0], [0.0, 0.0, 0.0], [0.0, 0.0, 0.0], [0.0, 0.0, 0.0], [0.0, 0.0, 0.0], [0.1, 0.1, 0.0], [0.0, -0.1, -0.1], [0.0, 0.0, 0.0], [0.0, 0.0, 0.0], [0.0, 0.0, 0.0], [0.0, 0.0, 0.0], [0.0, 0.0, 0.0], [-0.2, -0.1, 0.1], [0.0, 0.0, 0.0], [-0.1, 0.0, 0.1], [-0.1, 0.0, 0.0], [0.0, 0.0, -0.1], [0.0, 0.0, 0.0], [0.0, 0.0, 0.0], [0.0, 0.1, 0.0], [0.0, 0.2, 0.0], [0.0, 0.0, 0.0], [0.0, 0.0, 0.0], [0.0, 0.0, 0.0], [0.0, 0.0, 0.0], [0.0, 0.0, 0.0], [0.0, 0.0, 0.0], [0.0, 0.0, 0.0], [0.0, 0.0, 0.0], [0.1, 0.0, 0.0], [-0.2, 0.0, -0.2], [0.0, 0.0, 0.0], [0.0, 0.0, 0.0], [0.0, 0.0, 0.0], [0.0, 0.0, 0.0], [0.0, 0.0, 0.0], [0.0, 0.0, 0.0], [0.0, 0.0, 0.0], [0.0, 0.0, 0.0], [0.0, 0.0, 0.0], [0.0, 0.0, 0.0], [0.0, 0.0, 0.0]]}